Record 1
17
Properties=species:S:1:pos:R:3:forces:R:3 method="wB97M-V/def2-TZVPD" homo_lumo_gap_ev=8.8 relative_energy_kj_mol=553.7 energy_ev=-7415.296 homo_ev=-7.8
H 1.743221 -0.196988 -0.452101 0.61 1.24 0.23
C -0.134393 -1.754740 0.295337 3.74 2.45 2.75
H -0.035768 -3.212604 -1.283428 0.33 0.67 -0.33
H 2.180832 0.770906 0.888134 1.48 0.74 2.35
H -1.684842 1.235418 1.116409 1.82 0.82 0.39
H -1.248951 1.510536 -1.455338 0.93 -0.05 -0.04
H -0.776347 -3.904011 0.035100 -0.17 0.36 1.02
H -0.219132 2.174092 1.779648 0.29 0.85 1.77
H -1.095600 2.681667 0.206142 0.96 -1.34 2.26
H -1.687583 -2.486849 -0.790065 2.20 -1.71 0.41
C -0.699735 1.823476 0.926914 -3.79 0.67 -1.60
C 0.531729 -0.787783 0.748109 -3.27 -8.05 0.22
C -0.614017 -2.928049 -0.411062 -3.58 1.42 -1.30
C 1.370320 0.294445 0.482026 -0.44 -0.55 -3.83
C 0.201080 1.049521 0.074741 -1.89 3.42 -4.76
H 0.378521 0.559908 -2.024543 -1.42 1.17 1.28
C -0.236050 1.140408 -1.216034 2.21 -2.09 -0.82

Record 2
17
Properties=species:S:1:pos:R:3:forces:R:3 method="wB97M-V/def2-TZVPD" homo_lumo_gap_ev=10.0 relative_energy_kj_mol=191.4 energy_ev=-7419.051 smiles="C=C/C=C/C(=C)C" homo_ev=-8.9
C -0.228918 -0.125112 0.258893 0.97 0.02 0.03
H -3.129070 0.952414 -2.618284 -0.21 -0.04 0.08
H 2.409612 -1.935963 1.482456 0.00 -0.16 0.32
H -1.744459 -0.888009 -2.556994 0.23 -0.11 -0.19
C -2.325113 0.947415 -1.897250 -0.18 0.24 -0.09
C -1.496139 -0.081969 -1.876028 0.01 -0.21 -0.11
C 1.474294 0.823572 1.773616 0.44 -0.32 0.16
H -1.028717 0.353887 0.814261 -0.33 -0.28 -0.07
H 0.873780 -2.430252 0.558561 0.07 -0.11 -0.07
H 0.832764 0.843318 2.657053 0.22 0.31 0.20
H 0.607804 -0.532842 -1.609843 0.21 -0.58 -0.02
C -0.288262 -0.296277 -1.061427 -0.68 0.58 0.40
C 1.033603 -0.412437 1.028633 -1.36 0.59 -0.60
C 1.453070 -1.670022 1.058533 0.74 0.39 -0.11
H 1.280366 1.722518 1.201583 -0.26 0.10 -0.23
H 2.527050 0.906710 2.057651 -0.13 -0.52 0.16
H -2.251667 1.823051 -1.271422 0.28 0.09 0.14

Record 3
17
Properties=species:S:1:pos:R:3:forces:R:3 method="wB97M-V/def2-TZVPD" homo_lumo_gap_ev=10.5 relative_energy_kj_mol=185.5 energy_ev=-7419.113 smiles="C=CC1CC(=C)C1" homo_ev=-9.3
C -0.520108 0.836123 0.688855 0.02 0.10 0.12
H 0.272443 -2.649749 0.616145 0.04 0.13 0.05
C 0.431405 -1.599451 0.868870 0.14 0.04 0.02
H -1.417870 1.305123 1.106119 0.11 -0.09 -0.07
H -1.595322 -0.607715 -1.621704 0.11 0.03 0.09
C -0.374149 1.037156 -0.808177 0.04 0.22 -0.17
H -0.038524 1.983845 -2.657444 -0.01 0.00 0.15
H 1.813359 -0.217265 1.690339 -0.04 -0.15 -0.05
C 1.586363 -1.246154 1.423891 -0.10 -0.02 -0.03
H 0.334239 1.142966 1.300452 -0.14 -0.04 -0.13
C -0.681045 -0.688597 0.440195 -0.01 -0.11 0.13
H 0.066755 3.070209 -1.155454 0.00 -0.15 -0.03
C -0.099674 2.081365 -1.575974 -0.04 -0.11 0.08
H -1.641967 -1.085059 0.787472 0.17 0.04 -0.06
C -0.649049 -0.425547 -1.101463 -0.04 -0.08 -0.18
H 0.151527 -0.957619 -1.627280 -0.13 0.11 0.05
H 2.361618 -1.979629 1.625158 -0.14 0.07 0.01

Record 4
17
Properties=species:S:1:pos:R:3:forces:R:3 method="wB97M-V/def2-TZVPD" homo_lumo_gap_ev=10.4 relative_energy_kj_mol=228.3 energy_ev=-7418.669 smiles=C[C@]12C[C@@H]3[C@H](C1)[C@@H]32 homo_ev=-9.3
H 1.190061 -1.685085 -0.690671 -0.05 0.10 0.11
C 0.879822 -1.067510 0.159894 0.14 -0.02 0.03
H -2.033691 -0.234414 1.818685 0.14 -0.01 -0.12
H -1.941726 -0.589201 -1.054363 0.13 0.01 0.12
C -1.179811 -0.181061 1.150953 -0.19 0.07 0.23
C -0.513500 -1.449562 0.627946 0.01 -0.29 0.09
C 0.247024 0.260831 -0.324082 0.18 0.16 -0.15
C 0.872192 1.063079 -1.452733 0.01 -0.01 -0.04
H 0.589519 1.113072 1.754299 -0.10 -0.05 -0.10
C -1.151698 -0.477258 -0.320851 -0.23 -0.01 -0.27
C -0.184149 0.954318 0.990460 0.06 0.09 0.08
H 1.806296 0.606491 -1.800467 -0.16 0.05 0.05
H 1.102322 2.086228 -1.133606 -0.04 -0.15 -0.04
H -0.879341 -2.430073 0.916532 0.05 0.19 -0.06
H 1.695906 -1.001381 0.892425 -0.11 0.01 -0.09
H 0.201598 1.133627 -2.316314 0.09 -0.01 0.14
H -0.700824 1.897898 0.781894 0.08 -0.13 0.02

Record 5
17
Properties=species:S:1:pos:R:3:forces:R:3 method="wB97M-V/def2-TZVPD" homo_lumo_gap_ev="7.9 / 7.7" relative_energy_kj_mol=627.0 energy_ev=-7414.536 homo_ev="-7.7 / -7.8"
C 1.003444 -0.484778 0.844919 -0.80 -0.16 0.16
C 1.946465 0.007099 -0.115982 0.49 0.12 -0.04
C -1.200494 2.318574 0.799020 0.12 -0.41 -0.13
H -2.600048 -0.857835 0.613575 0.16 -0.04 -0.08
H -1.471140 -2.123499 -0.148805 -0.02 0.17 0.05
H 2.650724 -0.678698 -0.582838 -0.12 0.12 0.09
C -0.587338 -0.176426 0.082748 0.61 0.30 -0.10
H -1.436698 3.319048 1.088602 0.04 -0.19 -0.06
H -0.830419 0.303458 -2.080847 0.08 -0.09 0.16
C -1.640043 -1.096720 0.162666 -0.72 -0.62 0.50
H 1.029906 -1.562153 1.016234 -0.01 0.15 -0.04
H 2.299677 1.031855 -0.021243 -0.08 -0.13 -0.08
H 0.988654 0.102134 -1.231405 -0.40 -0.05 -0.35
H -0.098576 -1.321513 -1.731130 -0.04 0.15 0.09
C -0.938871 1.189961 0.468350 -0.08 0.46 0.15
C -0.236405 -0.293747 -1.386178 0.72 0.30 -0.20
H 0.918049 0.063339 1.782710 0.07 -0.08 -0.15

Record 6
17
Properties=species:S:1:pos:R:3:forces:R:3 method="wB97M-V/def2-TZVPD" homo_lumo_gap_ev=10.4 relative_energy_kj_mol=436.4 energy_ev=-7416.512 smiles="CC1C=C1.C=C=C" homo_ev=-9.3
C -1.304226 -1.412482 1.461387 0.02 0.04 -0.29
H 2.797562 0.194650 -0.524928 -0.15 0.00 0.07
C 1.881850 0.129388 0.076704 -0.03 -0.04 -0.03
H -0.085921 2.057259 -2.021915 0.03 -0.06 0.22
H 2.190103 -0.131919 1.098210 -0.09 0.07 -0.15
C 1.129484 1.452714 0.049375 0.29 0.06 0.13
H -1.196873 -0.600667 -1.690091 -0.04 -0.13 0.08
C -0.361229 1.568665 0.200326 -0.04 0.04 -0.12
C -1.412641 -1.518062 -1.146341 -0.01 -0.01 0.17
H -1.644616 -2.409931 -1.722285 0.02 0.08 0.19
H -2.168158 -1.133862 2.059645 0.08 -0.11 -0.12
H -0.360132 -1.566067 1.978465 -0.13 -0.06 -0.09
C 0.096582 1.792954 -0.988945 -0.10 -0.03 0.11
H -1.197312 1.499135 0.883166 0.20 0.03 -0.21
C -1.375781 -1.502962 0.158623 -0.01 0.03 0.08
H 1.735489 2.276110 0.444715 -0.10 -0.09 -0.07
H 1.275819 -0.694923 -0.316114 0.06 0.17 0.05

Record 7
17
Properties=species:S:1:pos:R:3:forces:R:3 method="wB97M-V/def2-TZVPD" homo_lumo_gap_ev=10.3 relative_energy_kj_mol=206.2 energy_ev=-7418.897 smiles="C=CC1CC(=C)C1" homo_ev=-9.2
H 1.381609 0.842484 2.317499 0.15 -0.01 -0.14
H 2.322253 -0.604559 1.622675 -0.13 -0.04 0.03
C -0.509074 0.261694 -1.154070 -0.12 -0.02 -0.13
C 0.888988 -0.390389 -0.995712 0.07 -0.13 -0.02
C -1.392117 -1.344818 0.545727 -0.05 0.01 -0.09
C -0.020496 1.379526 -0.171080 0.05 0.26 0.07
H -2.590885 0.041599 -0.468283 0.16 -0.05 0.03
H 0.486826 2.202422 -0.684359 -0.17 -0.01 -0.07
H -0.749151 1.773162 0.545944 0.17 -0.07 -0.13
C 1.013468 0.386116 0.305036 0.23 0.08 0.24
H 1.589523 0.009901 -1.738300 -0.16 -0.09 0.03
H -0.431059 -1.835273 0.661385 -0.11 0.14 0.03
C -1.608524 -0.428317 -0.393928 0.07 -0.04 0.25
H -0.801345 0.568877 -2.164118 0.02 -0.04 0.23
H 0.945908 -1.484244 -0.999359 0.07 0.21 0.12
C 1.607963 0.197658 1.472253 -0.03 0.04 -0.19
H -2.133889 -1.575839 1.298691 -0.22 -0.25 -0.26

Record 8
17
Properties=species:S:1:pos:R:3:forces:R:3 method="wB97M-V/def2-TZVPD" homo_lumo_gap_ev=8.4 relative_energy_kj_mol=409.2 energy_ev=-7416.794 homo_ev=-8.0
H 0.090467 2.289193 0.424066 -0.04 -0.20 -0.23
H -1.188455 -1.988689 2.066974 0.06 0.03 -0.08
H -0.248785 1.592671 -2.353082 -0.04 0.17 0.03
H -0.932132 0.464817 1.482501 0.19 -0.06 0.03
C -0.101017 -0.246367 1.378556 0.08 0.02 0.16
H 0.202227 -2.360107 1.005370 -0.12 0.07 0.08
H 0.490808 -0.162089 2.296133 -0.03 -0.03 0.12
H -1.275184 0.910724 -1.077230 0.24 -0.13 -0.20
H 1.524976 2.060133 -0.629468 -0.12 -0.18 0.08
H -1.282807 -1.723944 0.311463 0.14 0.06 0.17
C 0.531015 -0.323577 -1.611860 -0.19 0.07 -0.29
C -0.624153 -1.669274 1.186972 0.02 -0.06 0.06
C 0.604551 1.603029 -0.257744 0.08 -0.05 0.07
C -0.234809 1.011010 -1.431861 0.00 0.00 -0.28
H 0.286627 -0.960116 -2.461291 0.19 0.11 -0.08
C 0.785912 0.211423 0.264624 0.02 -0.05 0.42
C 1.370761 -0.708838 -0.594122 -0.47 0.23 -0.07